[1]
Here is C30H31AuBrN6O4SSe as an isolated structure from the OMol25 dataset. Energies are from ωB97M-V with the def2-TZVPD basis set.

XYZ file:
```
75
Properties=species:S:1:pos:R:3:mulliken_charge:R:1
Au 1.561 0.818 1.480 0.910
O 7.301 2.127 3.660 -0.506
C 6.115 1.840 3.120 0.971
C 5.918 1.632 1.755 -0.786
C 4.653 1.351 1.310 -0.436
N 3.599 1.265 2.141 0.067
C 3.808 1.429 3.457 -0.043
Br 2.333 1.171 4.588 -0.069
C 5.033 1.733 3.989 -0.495
H 7.993 2.190 2.992 0.313
H 6.741 1.686 1.051 0.336
H 4.449 1.181 0.259 0.548
H 5.170 1.881 5.051 0.511
C -2.965 4.226 0.677 -1.182
C -3.224 3.546 -0.669 -0.019
C -2.140 3.844 -1.707 -0.789
C -0.823 3.120 -1.435 -0.854
N -0.956 1.667 -1.639 1.039
C -1.056 0.721 -0.696 -0.207
Se -0.909 0.985 1.164 -0.084
N -1.293 -0.460 -1.281 1.140
C -1.685 -1.700 -0.586 -1.533
C -3.178 -1.705 -0.278 -0.303
C -3.584 -2.907 0.568 -0.665
C -3.333 -4.246 -0.125 -0.907
C -1.331 -0.277 -2.660 1.166
C -1.537 -1.174 -3.705 -0.969
C -1.507 -0.652 -4.981 -0.758
C -1.276 0.716 -5.212 -0.805
C -1.069 1.599 -4.175 -0.903
C -1.109 1.070 -2.887 0.083
H -3.753 3.981 1.392 0.354
H -2.942 5.313 0.561 0.364
H -2.017 3.911 1.120 0.181
H -4.182 3.887 -1.063 0.389
H -3.312 2.462 -0.528 -0.021
H -1.934 4.918 -1.719 0.477
H -2.494 3.568 -2.703 0.404
H -0.506 3.278 -0.410 -0.076
H -0.039 3.472 -2.099 0.526
H -1.111 -1.776 0.334 0.221
H -1.414 -2.533 -1.229 0.347
H -3.743 -1.698 -1.215 0.322
H -3.417 -0.783 0.259 0.208
H -4.646 -2.811 0.800 0.377
H -3.042 -2.873 1.519 0.357
H -3.783 -4.262 -1.123 0.286
H -3.772 -5.065 0.447 0.389
H -2.268 -4.470 -0.221 0.077
H -1.708 -2.229 -3.531 0.469
H -1.662 -1.311 -5.825 0.435
H -1.257 1.083 -6.231 0.427
H -0.879 2.649 -4.358 0.499
O 1.207 2.928 2.213 -0.357
N 1.850 3.974 1.869 -0.211
C 2.464 4.125 0.718 0.624
C 2.370 3.083 -0.269 0.484
N 2.086 2.073 -0.743 -0.562
C 3.212 5.329 0.476 -0.144
N 3.839 6.262 0.227 -0.415
O -0.681 -7.136 1.777 -0.484
C -0.957 -6.171 0.879 0.485
O -1.797 -6.334 0.044 -0.537
C -0.149 -4.906 0.973 0.598
C 0.241 -4.359 2.190 -0.686
C 1.007 -3.202 2.221 -0.653
C 1.394 -2.592 1.028 0.363
S 2.550 -1.270 1.028 -0.298
C 0.960 -3.121 -0.193 -0.560
C 0.182 -4.267 -0.215 -0.700
H 0.055 -6.891 2.348 0.347
H -0.066 -4.818 3.124 0.462
H 1.318 -2.768 3.164 0.489
H 1.263 -2.634 -1.113 0.388
H -0.166 -4.692 -1.150 0.582
```

Calculated values
HOMO (spin up / spin down) ... -11.42 / -11.42 eV
Total charge ... +1
Relative energy (zero: lowest compared OMol25 entry of this formula, charge and spin) ... 17.2 kcal/mol
Electronic energy ... -7300.3370 Ha

***

[2]
Here is C45H52MgN7OP2S as an isolated structure from the OMol25 dataset. Energies are from ωB97M-V with the def2-TZVPD basis set.

XYZ file:
```
109
Properties=species:S:1:pos:R:3:lowdin_spin:R:1
Mg -0.956 -1.137 0.392 0.020
N 2.302 -0.571 1.294 0.021
P 1.976 -2.220 0.988 0.120
C 3.042 -3.191 2.107 0.012
C 3.364 -4.498 1.740 0.002
C 4.042 -5.328 2.619 0.002
C 4.415 -4.860 3.871 0.001
C 4.094 -3.564 4.245 0.001
C 3.400 -2.740 3.371 0.001
C 2.902 -2.529 -0.568 0.030
C 4.254 -2.198 -0.660 0.004
C 4.955 -2.457 -1.826 0.002
C 4.320 -3.071 -2.900 -0.001
C 2.982 -3.420 -2.808 0.001
C 2.273 -3.146 -1.644 0.001
P 1.065 0.644 1.281 0.003
C 1.400 1.558 2.830 0.000
C 1.925 0.926 3.948 0.001
C 2.214 1.653 5.096 0.000
C 1.961 3.015 5.138 0.000
C 1.388 3.644 4.040 0.000
C 1.105 2.920 2.894 0.000
C 1.769 1.860 0.108 -0.001
C 3.091 2.304 0.194 0.000
C 3.573 3.239 -0.706 0.000
C 2.729 3.770 -1.678 0.000
C 1.412 3.351 -1.755 0.000
C 0.943 2.387 -0.870 0.000
H 3.180 -0.250 0.899 0.001
H 3.076 -4.873 0.765 0.000
H 4.280 -6.342 2.325 0.000
H 4.949 -5.506 4.555 0.000
H 4.378 -3.195 5.222 0.000
H 3.134 -1.740 3.677 0.000
H 4.771 -1.760 0.187 0.000
H 6.002 -2.192 -1.894 0.000
H 4.877 -3.287 -3.803 0.000
H 2.488 -3.900 -3.643 0.000
H 1.224 -3.397 -1.570 0.000
H 2.097 -0.139 3.922 0.000
H 2.634 1.150 5.958 0.000
H 2.202 3.586 6.025 0.000
H 1.166 4.703 4.075 0.000
H 0.661 3.422 2.041 0.000
H 3.739 1.940 0.984 0.000
H 4.602 3.569 -0.641 0.000
H 3.101 4.518 -2.366 0.000
H 0.753 3.760 -2.512 0.000
H -0.070 2.019 -0.944 0.000
O -0.924 -2.760 -1.006 0.038
C -1.514 -3.422 -2.128 0.002
C -1.308 -2.612 -3.395 0.000
C -1.460 -1.078 -3.231 0.000
C -0.125 -0.425 -3.441 0.000
C 0.298 -0.087 -4.726 0.000
C 1.596 0.343 -4.919 0.000
C 2.437 0.420 -3.820 0.000
C 1.924 0.090 -2.579 0.000
N 0.669 -0.316 -2.375 0.001
H -0.822 -3.411 -0.272 0.025
H -2.571 -3.600 -1.934 0.000
H -1.030 -4.394 -2.250 0.001
H -2.015 -2.991 -4.136 0.000
H -0.308 -2.817 -3.781 0.000
H -1.807 -0.835 -2.227 0.000
H -2.191 -0.680 -3.934 0.000
H -0.392 -0.178 -5.556 0.000
H 1.949 0.599 -5.910 0.000
H 3.466 0.738 -3.914 0.000
H 2.553 0.158 -1.702 0.000
C -2.150 3.332 0.327 0.000
N -2.651 2.054 -0.205 0.000
C -2.794 2.187 -1.659 0.000
N -3.672 3.294 -2.045 0.000
C -3.129 4.527 -1.468 0.000
N -3.017 4.464 -0.009 0.000
C -4.350 4.189 0.538 0.000
N -4.910 2.944 0.020 0.000
C -3.999 1.845 0.358 0.000
C -4.987 3.051 -1.434 0.000
H -1.157 3.537 -0.069 0.000
H -2.084 3.249 1.415 0.000
H -3.214 1.258 -2.050 0.000
H -1.812 2.347 -2.115 0.000
H -3.781 5.360 -1.737 0.000
H -2.137 4.710 -1.892 0.000
H -5.014 5.017 0.280 0.000
H -4.278 4.120 1.625 0.000
H -4.403 0.909 -0.020 0.000
H -3.921 1.755 1.440 0.000
H -5.654 3.874 -1.700 0.000
H -5.396 2.122 -1.837 0.000
S -0.308 -3.970 1.715 0.385
C 0.332 -2.395 1.589 0.326
C -4.376 -1.997 -0.791 0.000
C -4.119 -1.418 0.563 0.000
C -5.066 -1.220 1.540 0.000
C -4.387 -0.692 2.665 0.000
C -3.063 -0.597 2.312 0.000
C -1.947 -0.029 3.136 0.000
N -2.873 -1.044 1.018 0.000
H -5.415 -1.820 -1.073 0.000
H -4.225 -3.081 -0.808 0.000
H -3.746 -1.554 -1.563 0.000
H -6.121 -1.433 1.450 0.000
H -4.809 -0.421 3.621 0.000
H -2.238 -0.015 4.186 0.000
H -1.702 1.001 2.847 0.000
H -1.035 -0.628 3.061 0.001
```

Calculated values
HOMO (spin up / spin down) ... -6.33 / -6.29 eV
2S+1 ... 2
Total charge ... 0
Expectation value of S² ... 0.75
Electronic energy ... -3485.4967 Ha

***

[3]
Here is C22H40BBr2F3IN5O8S as an isolated structure from the OMol25 dataset. Energies are from ωB97M-V with the def2-TZVPD basis set.

XYZ file:
```
83
Properties=species:S:1:pos:R:3:mulliken_charge:R:1
C -0.976 -1.673 4.018 -1.437
C -1.808 -1.332 2.779 0.394
O -2.961 -1.221 2.943 -0.478
N -1.266 -1.222 1.456 0.436
C -0.804 -2.553 1.021 -0.990
N -0.601 -0.108 1.037 1.251
C 0.653 0.242 1.653 0.555
O 1.727 -0.658 1.492 -0.686
C 1.917 -1.010 0.135 3.024
C 2.556 -2.428 0.119 -1.853
N 4.027 -2.196 0.170 -0.290
C 4.613 -2.143 -1.173 -0.474
C 5.033 -0.720 -1.629 0.534
C 6.471 -0.621 -2.143 -1.498
O 4.098 -0.240 -2.599 -0.437
C 1.127 1.726 1.577 -2.115
I 3.220 1.962 0.984 0.269
B 1.213 2.431 3.016 1.219
N 1.919 1.773 4.106 -0.474
O 0.665 3.694 3.227 -0.687
N 0.337 2.601 0.641 0.537
C -0.363 1.898 -0.478 -0.004
S 0.845 1.293 -1.762 -0.372
C -1.133 3.024 -1.227 -1.264
C -0.203 4.108 -1.859 -0.909
C -0.375 4.150 -3.380 0.251
O -1.428 4.383 -3.808 -0.476
O 0.694 3.961 -4.164 -0.509
C -1.319 0.750 0.072 1.650
C -1.741 -0.171 -1.113 -1.268
C -3.001 -1.041 -0.898 -1.531
O -2.742 -2.403 -1.275 -0.214
C -3.977 -3.055 -1.438 -0.739
C -3.861 -4.551 -1.149 0.870
F -2.658 -5.015 -1.161 -0.226
F -4.410 -4.838 0.031 -0.310
F -4.602 -5.211 -2.034 -0.310
C -2.441 1.472 0.863 -1.241
Br -2.096 1.887 2.754 -0.137
C -3.623 1.932 0.503 0.782
C -4.608 2.619 1.432 -1.420
Br -4.277 1.859 -1.289 -0.101
H -1.238 -0.905 4.753 0.319
H 0.102 -1.596 3.856 0.260
H -1.289 -2.621 4.449 0.380
H -1.596 -3.270 1.256 0.554
H -0.523 -2.632 -0.046 0.145
H 0.072 -2.877 1.608 0.203
H 0.475 0.125 2.738 -0.201
H 1.029 -1.062 -0.497 -1.091
H 2.631 -0.397 -0.418 -0.490
H 2.263 -2.973 -0.786 0.259
H 2.263 -3.026 0.985 0.478
H 4.464 -2.980 0.639 0.314
H 3.990 -2.585 -1.961 0.186
H 5.534 -2.745 -1.144 0.471
H 4.911 -0.036 -0.785 -0.204
H 6.529 -0.936 -3.189 0.353
H 6.734 0.444 -2.151 0.365
H 7.203 -1.110 -1.501 0.410
H 4.237 -0.713 -3.430 0.368
H 1.284 1.085 4.511 0.229
H 2.127 2.455 4.829 0.237
H -0.219 3.655 3.614 0.276
H 1.000 3.305 0.299 0.702
H -0.390 3.150 1.124 0.676
H 0.066 1.084 -2.849 0.320
H -1.861 3.553 -0.611 0.497
H -1.593 2.537 -2.078 0.545
H -0.540 5.089 -1.517 0.453
H 0.853 4.027 -1.582 0.434
H 1.277 3.344 -3.686 0.433
H -0.932 -0.898 -1.409 -0.532
H -1.917 0.400 -2.027 1.093
H -3.838 -0.746 -1.538 0.748
H -3.332 -1.042 0.148 0.431
H -4.749 -2.664 -0.769 0.390
H -4.280 -2.933 -2.485 0.321
H -5.554 2.799 0.928 0.475
H -4.818 1.970 2.283 0.346
H -4.123 3.535 1.767 0.304
O 0.354 -2.334 -2.307 -0.879
H -0.444 -2.830 -2.475 0.093
```

Calculated values
HOMO ... -6.06 eV
Total charge ... 0
Electronic energy ... -7906.1547 Ha

***

| no. | F_max (eV/A) |
| --- | --- |
| 1 | 1.24 |
| 2 | 1.93 |
| 3 | 3.79 |